DFT (the ωB97M-V functional and the def2-TZVPD basis) results for a molecular structure, C31H55BrNP3Pd.

Structure (XYZ):
```
92
Properties=species:S:1:pos:R:3:forces:R:3:mulliken_charge:R:1
Pd 1.2993 -0.6307 -0.0587 -1.62 -0.93 1.46 -0.023
Br -1.9560 0.8364 -3.3166 0.56 0.66 1.06 -0.045
P -0.4357 -2.8755 0.0558 -0.51 -2.12 -0.53 1.048
P 0.6147 0.2815 2.0640 0.48 0.30 1.41 1.334
P -3.9498 1.6544 0.7791 -1.06 1.02 -0.04 0.664
N 7.8833 2.3697 -5.4366 -4.04 -1.59 2.16 0.063
C 4.2954 0.8328 -3.4935 -0.53 0.64 0.98 -0.096
C -4.5893 1.3587 -0.9522 1.02 -0.98 -0.43 0.276
C -4.6181 4.3615 1.9466 -0.05 -0.29 0.19 -1.255
C -0.0652 -0.6284 3.5585 -0.40 -0.44 -0.63 -0.083
C -4.5174 0.5740 2.2347 0.53 -0.30 0.14 -0.301
C -0.9747 -3.7118 1.6374 0.12 0.76 -0.13 -0.287
C 0.3620 -0.2572 -2.2570 0.36 1.96 0.43 -0.334
C -0.3042 1.8802 2.1551 -0.42 0.09 -0.35 0.104
C 2.0911 -3.8848 0.1405 0.55 -0.19 0.00 -1.311
C -5.9851 0.0395 2.2667 0.08 0.10 -0.22 -1.175
C -0.4634 0.9694 -2.1089 2.90 -1.34 -0.56 -0.071
C 1.6342 2.2099 -1.4912 -1.33 0.49 -0.56 -0.701
C 6.1264 0.7235 -5.2973 0.08 1.03 0.92 -0.430
C 3.7919 1.3837 -2.3196 1.68 0.21 -1.84 -1.232
C -5.7529 2.1595 -1.5543 -0.02 0.12 0.43 -1.271
C 1.8070 -0.1522 -2.0371 -0.83 1.61 -2.10 -1.735
C 5.5171 1.3631 -4.1579 1.64 0.71 -0.73 0.811
C 7.3236 1.2297 -5.8653 0.75 -0.15 -1.03 -0.361
C 0.8653 -0.8609 4.7565 0.26 -0.05 0.05 -1.353
C 2.4466 1.1460 -1.8784 -1.80 -2.17 0.26 1.389
C 7.3076 3.0511 -4.4319 0.85 0.78 0.24 -0.384
C 0.7928 -4.0697 -0.6201 0.21 1.01 0.20 -1.013
C -3.6561 3.5033 1.0667 0.59 0.16 -0.01 -0.102
C 0.2102 2.1257 -1.5631 -0.36 -0.31 -0.80 -0.056
C 6.1555 2.5761 -3.7397 0.63 -0.62 -0.89 -0.442
C 0.5660 3.1332 2.0982 0.15 0.14 -0.02 -1.403
C -2.2224 -4.6851 -1.3954 0.13 -0.30 0.08 -1.249
C 2.3820 0.6783 2.4145 -0.31 0.23 -0.21 -1.242
C 3.3234 -0.5050 2.1348 0.23 0.25 0.07 -0.541
C -1.8669 -3.2216 -1.0999 -0.05 1.09 0.15 -0.514
C -0.8588 -5.2329 1.6278 0.02 -0.50 -0.05 -1.332
H -5.6146 4.4711 1.4748 0.60 -0.11 0.27 0.354
H 2.6017 1.4860 1.6983 0.04 -0.08 0.37 0.498
H -2.0133 -3.3990 1.8120 0.22 0.03 0.04 0.552
H 5.8043 3.1965 -2.8998 0.26 -0.33 -0.69 0.294
H 4.2859 2.2447 -1.8008 -0.18 -0.98 -0.69 0.364
H 2.4619 -0.9397 -2.3590 0.02 -0.59 -0.19 0.922
H 2.4987 -2.8792 -0.0296 0.10 -0.14 -0.04 0.066
H -5.9033 1.7815 -2.5776 -0.06 0.13 0.41 0.415
H -2.7811 -5.1552 -0.5742 0.24 0.22 -0.29 0.301
H -4.7414 3.9536 2.9649 0.02 0.16 -0.46 0.330
H -3.7431 -0.2616 2.2525 -1.02 0.83 -0.15 0.147
H 2.9347 -1.1870 1.3445 0.10 -0.04 0.19 -0.246
H 3.7678 0.0332 -4.0816 0.39 0.90 0.89 0.361
H -0.9164 1.8744 3.0737 0.38 -0.11 -0.27 0.710
H -3.6839 1.5258 -1.6152 -0.87 -0.07 1.04 -0.524
H -3.6321 4.0133 0.0754 0.08 -0.81 0.35 0.423
H 3.5089 -1.1080 3.0305 -0.14 -0.01 -0.31 0.354
H 1.9905 -4.0136 1.2227 -0.13 -0.03 -0.10 0.283
H -0.1327 -1.0897 -2.8018 0.81 0.35 0.77 0.769
H -0.3603 -3.2798 2.4264 -0.04 -0.23 0.14 0.264
H 2.4805 1.0755 3.4368 0.12 -0.10 -0.39 0.575
H -1.6349 -5.7121 1.0158 0.35 0.21 0.24 0.226
H -1.0185 1.8753 1.3180 0.11 0.02 0.13 -0.583
H 1.5941 -1.6631 4.5632 -0.25 0.28 0.07 0.314
H -0.3430 3.0531 -1.3772 0.11 -0.39 -0.24 0.603
H -6.3203 -0.3687 1.2970 0.16 0.18 0.44 0.329
H -2.8678 -4.7192 -2.2830 0.17 0.08 0.22 0.437
H 4.2890 -0.1249 1.7732 -0.24 -0.23 0.15 0.352
H 1.3690 3.0878 2.8440 -0.25 0.19 -0.18 0.438
H -1.3299 -5.2856 -1.6122 -0.39 0.09 0.00 0.298
H -6.6660 2.0169 -0.9644 0.13 0.16 -0.32 0.369
H 0.9020 -3.8143 -1.6757 0.13 -0.12 -0.09 0.562
H -1.6084 -2.6976 -2.0283 -0.15 -0.09 0.05 0.251
H -4.1617 5.3692 2.0456 -0.30 -0.63 -0.12 0.403
H -5.4998 3.2208 -1.6253 -0.21 -0.11 0.07 0.321
H 7.8445 0.7039 -6.6830 -0.37 0.17 0.37 0.410
H -0.9755 -5.6035 2.6501 -0.03 0.09 -0.10 0.447
H -2.5991 3.5513 1.4632 -1.07 -0.01 -0.24 -0.026
H 2.8365 -4.6035 -0.1940 0.12 0.03 0.01 0.481
H -4.3634 1.1306 3.1857 0.21 0.03 -0.78 0.438
H 0.4272 -5.0928 -0.5537 -0.08 0.21 -0.05 0.628
H 0.1199 -5.5796 1.2738 -0.31 0.06 0.29 0.280
H 1.0183 3.2571 1.1056 -0.03 0.02 0.25 0.140
H -0.4325 -1.5879 3.1559 0.02 0.42 0.46 -0.373
H -0.0397 4.0248 2.3063 0.16 -0.22 -0.05 0.438
H -6.6800 0.8451 2.5838 0.44 -0.54 -0.25 0.348
H -4.7988 0.2679 -1.0661 0.17 0.64 0.39 0.473
H 5.7065 -0.1722 -5.7558 0.24 0.16 0.19 0.414
H 0.2505 -1.1609 5.6203 0.26 0.06 -0.34 0.421
H -0.9516 -0.0517 3.8827 0.38 -0.25 -0.28 0.530
H -2.7402 -2.7095 -0.6747 0.12 0.03 -0.18 0.450
H -6.0247 -0.7794 3.0147 0.00 0.54 -0.42 0.380
H 2.0954 3.2136 -1.4375 -0.47 -0.57 0.42 0.506
H 7.7921 3.9985 -4.1555 -0.30 -0.34 -0.03 0.409
H 1.4185 0.0420 5.0523 -0.24 -0.25 -0.07 0.323
```
Forces are in eV/Å.

ΔE to the lowest compared entry with this formula, charge and spin   0.482 eV
Molar mass   721.034 g mol⁻¹
Energy   -135873.703 eV
LUMO (spin up / spin down)   -11.3 / -13.5 eV
Multiplicity   5
Expectation value of S²   6.0405
Total charge   +4
Kohn-Sham gap (spin up / spin down)   0.260 / 0.190 hartree